# C3H8N2O

A 2-piece molecular cluster, C3H8N2O overall at a distorted geometry (ωB97M-V/def2-TZVPD, the OMol25 dataset).

Atoms and positions in Å:
1 C -1.8369 0.1248 -0.4662
2 C -1.3299 0.6955 0.6319
3 N -0.3463 1.6646 0.6560
4 H -1.3122 0.3186 -1.3983
5 H -2.6794 -0.5355 -0.4449
6 H -1.9361 0.6298 1.5401
7 H 0.2681 1.7417 -0.1316
8 H -0.3235 2.3751 1.3606
9 C 1.5886 -1.4207 0.3045
10 N 1.9898 -0.8822 -0.9339
11 O 1.8844 -2.5291 0.6540
12 H 0.8967 -0.8144 0.9178
13 H 1.6398 0.0617 -1.0493
14 H 1.4966 -1.4298 -1.6407

Properties
F_max   2.19 eV/A
SMILES   C=CN.NC=O
2S+1   1
Orbital gap   0.345 hartree
HOMO energy   -8.6 eV

# C3H8N2O

A 2-piece molecular cluster, C3H8N2O overall at a distorted geometry (ωB97M-V/def2-TZVPD, the OMol25 dataset).

Atoms and positions in Å:
1 C -0.1501 1.0860 0.4806
2 C 1.7757 -0.4958 0.2006
3 C 0.4452 0.0144 -0.2449
4 N -1.2830 1.5195 -0.0590
5 N -2.2087 -0.9293 -0.1144
6 O -1.0440 -1.4040 -0.0882
7 H 0.1767 1.4278 1.5152
8 H 1.7853 -1.4858 -0.2309
9 H 2.6895 0.0368 -0.1030
10 H 1.8712 -0.5714 1.2733
11 H 0.0555 0.0767 -1.2524
12 H -1.7379 2.1991 0.5170
13 H -2.4558 -0.1560 -0.6739
14 H -2.4956 -0.4677 0.7469

Properties
F_max   3.27 eV/A
2S+1   1
Orbital gap (spin up / spin down)   0.304 / 0.310 hartree
HOMO energy (spin up / spin down)   -8.1 / -8.5 eV

# C3H8N2O

A 2-piece molecular cluster, C3H8N2O overall at a distorted geometry (ωB97M-V/def2-TZVPD, the OMol25 dataset).

Atoms and positions in Å:
1 C 2.0533 0.2045 0.6069
2 C 1.6680 0.3057 -0.6855
3 N 0.4485 -0.2945 -1.3634
4 H 2.1429 -0.8076 1.0149
5 H 2.1145 1.0078 1.3788
6 H 2.1338 1.0654 -1.2877
7 H 0.5666 -0.2095 -2.3660
8 H -0.4251 -0.8291 -1.1541
9 C -2.1960 0.4139 0.3556
10 N -1.4419 -0.7071 0.7770
11 O -2.0848 0.8931 -0.8113
12 H -2.8006 0.8426 1.1915
13 H -1.7430 -1.0945 1.7099
14 H -0.4361 -0.7908 0.6334

Properties
F_max   4.70 eV/A
SMILES   C=CN.NC=O
2S+1   1
Orbital gap   0.322 hartree
HOMO energy   -7.9 eV

# C3H8N2O

A 3-piece molecular cluster, C3H8N2O overall at a distorted geometry (ωB97M-V/def2-TZVPD, the OMol25 dataset).

Atoms and positions in Å:
1 C -1.6017 -1.7266 -0.8644
2 C 2.0530 -0.7934 1.1428
3 C -1.5200 -0.5269 -0.3442
4 N 1.7857 -0.7452 0.0297
5 N 0.4154 2.5439 0.1281
6 O 1.9069 -0.5233 -1.1166
7 H -2.5371 -2.0443 -1.2212
8 H -0.6580 -2.2749 -1.0398
9 H -2.5197 0.0625 -0.1238
10 H 1.7970 -0.6762 2.1590
11 H -0.5854 -0.1608 0.0847
12 H 1.1526 2.9320 0.6488
13 H -0.3645 2.3259 0.7782
14 H 0.6758 1.6072 -0.2612

Properties
F_max   3.10 eV/A
SMILES   C#[N+][O-].C=C.N
2S+1   1
Orbital gap   0.394 hartree
HOMO energy   -10.1 eV